9
Properties=species:S:1:pos:R:3 method="wB97M-V/def2-TZVPD" total_charge=0 smiles="C=C[C@@H](F)I" de_lowest_kcal_mol=7.4 homo_ev=-9.5 gap_ev=9.33
C 0.80 0.18 1.15
C 0.67 -0.04 -0.16
C -0.68 -0.40 -0.71
F -1.59 -0.84 0.24
I -1.48 1.48 -1.67
H 1.63 0.42 1.78
H 0.03 0.08 1.87
H 1.33 0.08 -0.92
H -0.71 -0.96 -1.56